# 1
{"formula": "C15H43N14O29S3", "method": "the ωB97M-V functional and the def2-TZVPD basis", "orbital_gap_ev": 6.5, "charge": -1, "elements": ["C", "C", "O", "N", "C", "S", "O", "O", "N", "S", "O", "O", "S", "H", "H", "H", "H", "H", "H", "H", "C", "N", "O", "O", "H", "H", "H", "C", "N", "O", "O", "H", "H", "H", "C", "N", "O", "O", "H", "H", "H", "C", "N", "O", "O", "H", "H", "H", "C", "N", "O", "O", "H", "H", "H", "C", "N", "O", "O", "H", "H", "H", "C", "N", "O", "O", "H", "H", "H", "C", "N", "O", "O", "H", "H", "H", "C", "N", "O", "O", "H", "H", "H", "C", "N", "O", "O", "H", "H", "H", "C", "N", "O", "O", "H", "H", "H", "C", "N", "O", "O", "H", "H", "H"], "coordinates": [[1.85, 2.18, -0.93], [2.06, 0.83, -1.56], [1.93, 0.64, -2.73], [2.40, -0.19, -0.59], [1.23, -0.66, 0.17], [3.45, -1.40, -1.11], [4.21, -0.87, -2.20], [4.24, -1.70, 0.07], [2.65, -2.74, -1.42], [1.78, -2.85, -2.74], [0.54, -2.10, -2.68], [2.49, -2.74, -3.99], [1.28, -4.87, -2.51], [2.31, 2.19, 0.05], [0.78, 2.34, -0.76], [2.30, 2.95, -1.55], [0.37, -0.04, -0.10], [0.97, -1.69, -0.09], [1.39, -0.54, 1.24], [0.90, -5.17, -3.75], [6.24, -2.54, 1.90], [7.28, -2.23, 2.92], [7.19, -1.18, 3.52], [8.17, -3.04, 3.09], [5.52, -1.74, 1.86], [6.74, -2.66, 0.94], [5.77, -3.48, 2.20], [-2.18, -2.45, -4.61], [-1.95, -3.88, -4.26], [-2.80, -4.47, -3.63], [-0.89, -4.34, -4.62], [-3.15, -2.15, -4.23], [-1.37, -1.89, -4.16], [-2.15, -2.38, -5.70], [-2.30, 3.59, 1.60], [-1.34, 3.25, 0.52], [-0.76, 2.18, 0.59], [-1.20, 4.06, -0.37], [-2.32, 2.77, 2.31], [-1.96, 4.51, 2.07], [-3.28, 3.72, 1.14], [6.05, -2.94, 5.98], [4.85, -3.71, 6.41], [4.74, -3.98, 7.58], [4.06, -4.02, 5.54], [6.67, -2.73, 6.84], [6.59, -3.54, 5.25], [5.70, -2.01, 5.52], [9.49, -5.05, 7.93], [8.97, -3.74, 8.41], [7.77, -3.58, 8.43], [9.80, -2.92, 8.75], [8.64, -5.67, 7.66], [10.12, -4.86, 7.07], [10.06, -5.49, 8.74], [3.76, -5.08, -5.61], [3.05, -6.27, -6.17], [3.37, -6.68, -7.27], [2.19, -6.74, -5.46], [4.50, -4.75, -6.34], [3.02, -4.30, -5.42], [4.22, -5.38, -4.68], [-7.36, 3.82, 0.48], [-6.03, 3.89, 1.15], [-5.86, 4.71, 2.02], [-5.19, 3.09, 0.77], [-8.00, 4.57, 0.92], [-7.19, 4.00, -0.58], [-7.75, 2.83, 0.65], [6.38, 3.04, -0.38], [5.28, 3.71, 0.37], [5.51, 4.80, 0.87], [4.23, 3.11, 0.42], [7.26, 3.68, -0.35], [6.56, 2.08, 0.10], [6.03, 2.89, -1.40], [4.07, 7.81, 0.36], [4.12, 8.46, -0.98], [3.28, 9.30, -1.24], [5.00, 8.10, -1.73], [3.24, 8.24, 0.91], [3.94, 6.75, 0.21], [5.02, 8.02, 0.85], [-12.27, 3.53, -0.16], [-10.95, 3.62, 0.52], [-10.81, 4.44, 1.40], [-10.09, 2.83, 0.16], [-12.93, 4.27, 0.27], [-12.10, 3.71, -1.21], [-12.65, 2.52, 0.00], [-11.80, -1.44, 0.11], [-12.96, -0.57, 0.44], [-13.31, 0.26, -0.38], [-13.49, -0.74, 1.52], [-11.44, -1.17, -0.87], [-11.04, -1.27, 0.87], [-12.15, -2.47, 0.14], [-6.20, 0.46, -4.64], [-5.29, -0.65, -4.24], [-5.15, -0.87, -3.06], [-4.75, -1.26, -5.14], [-6.60, 0.91, -3.74], [-5.61, 1.17, -5.21], [-6.98, 0.03, -5.26]]}

# 2
{"formula": "FH2NO2Si", "method": "the ωB97M-V functional and the def2-TZVPD basis", "orbital_gap_ev": [7.4, 7.4], "de_lowest_ev": 2.214, "elements": ["N", "O", "O", "F", "Si", "H", "H"], "coordinates": [[0.07, 1.28, 0.52], [0.78, 1.44, 1.47], [-0.78, 1.96, -0.03], [-0.84, -2.23, -0.29], [0.13, -0.94, -0.51], [1.27, -1.23, 0.39], [-0.62, -0.29, -1.55]]}

# 3
{"formula": "C4H10O", "method": "the ωB97M-V functional and the def2-TZVPD basis", "orbital_gap_ev": 10.6, "smiles": "CC(C)(C)O", "de_lowest_ev": 3.687, "elements": ["C", "C", "C", "C", "O", "H", "H", "H", "H", "H", "H", "H", "H", "H", "H"], "coordinates": [[0.53, -0.18, 1.39], [-0.01, 0.04, 0.01], [-1.41, 0.67, 0.03], [0.11, -1.40, -0.61], [0.77, 0.86, -0.75], [1.05, 0.94, 1.51], [1.57, -0.66, 1.09], [-0.18, -0.48, 2.34], [-2.34, 0.27, 0.48], [-1.48, 1.05, -0.94], [-1.01, 1.55, 0.81], [1.16, -1.81, -0.49], [-0.12, -1.37, -1.74], [-0.87, -1.81, -0.07], [0.74, 0.61, -1.89]]}

# 4
{"formula": "C5H6O", "method": "the ωB97M-V functional and the def2-TZVPD basis", "orbital_gap_ev": 11.0, "smiles": "C#CC[C@H]1CO1", "de_lowest_ev": 3.403, "elements": ["C", "C", "C", "C", "C", "O", "H", "H", "H", "H", "H", "H"], "coordinates": [[-1.89, 0.19, -2.05], [-1.16, 0.53, -1.16], [-0.70, 0.27, 0.21], [0.61, -0.48, 0.27], [1.79, 0.14, 0.87], [1.00, -0.80, 1.59], [-2.70, -0.30, -2.54], [-1.49, -0.39, 0.58], [-0.66, 1.14, 0.86], [0.72, -1.29, -0.45], [1.70, 1.17, 1.22], [2.79, -0.18, 0.60]]}

# 5
{"formula": "C47H61BBiN5Si", "method": "the ωB97M-V functional and the def2-TZVPD basis", "orbital_gap_ev": 7.3, "de_lowest_ev": 0.000, "elements": ["Bi", "C", "N", "C", "C", "C", "C", "C", "N", "C", "C", "C", "C", "C", "C", "H", "H", "H", "H", "H", "H", "H", "H", "H", "H", "H", "C", "Si", "C", "C", "N", "C", "C", "C", "C", "C", "C", "H", "H", "H", "H", "H", "H", "H", "H", "H", "H", "H", "H", "H", "H", "C", "C", "C", "C", "C", "C", "C", "C", "C", "C", "C", "C", "N", "B", "N", "C", "C", "C", "C", "C", "C", "C", "C", "C", "C", "C", "C", "C", "C", "H", "H", "H", "H", "H", "H", "H", "H", "H", "H", "H", "H", "H", "H", "H", "H", "H", "H", "H", "H", "H", "H", "H", "H", "H", "H", "H", "H", "H", "H", "H", "H", "H", "H", "H", "H"], "coordinates": [[-0.15, 0.23, -1.45], [2.49, 1.31, -0.25], [1.06, 1.50, -0.12], [0.56, 2.86, -0.19], [-1.85, 2.48, -0.11], [-3.08, 3.08, -0.24], [-3.92, 2.17, -0.92], [-3.16, 1.07, -1.18], [-1.90, 1.24, -0.67], [3.31, 2.24, 0.62], [3.43, 2.01, 1.98], [4.20, 2.84, 2.77], [4.85, 3.93, 2.21], [4.74, 4.17, 0.85], [3.97, 3.33, 0.06], [2.87, 1.41, -1.28], [2.69, 0.28, 0.05], [1.27, 3.48, 0.37], [-3.35, 4.06, 0.11], [-4.95, 2.33, -1.17], [-3.42, 0.16, -1.70], [2.91, 1.17, 2.43], [4.30, 2.64, 3.83], [5.46, 4.58, 2.82], [5.25, 5.00, 0.40], [3.88, 3.52, -1.00], [-2.51, 3.69, 2.81], [-0.78, 3.83, 2.03], [0.51, 3.09, 3.22], [-0.39, 5.69, 1.76], [-0.71, 2.96, 0.53], [0.41, 3.50, -1.57], [1.06, 3.05, -2.71], [0.92, 3.72, -3.92], [0.14, 4.86, -4.01], [-0.52, 5.31, -2.88], [-0.38, 4.64, -1.68], [-2.44, 3.77, 3.89], [-2.99, 2.75, 2.57], [-3.16, 4.49, 2.47], [0.16, 3.10, 4.25], [1.45, 3.62, 3.19], [0.72, 2.06, 2.95], [-0.36, 6.23, 2.71], [-1.13, 6.18, 1.14], [0.58, 5.83, 1.28], [1.70, 2.19, -2.68], [1.43, 3.34, -4.80], [0.04, 5.39, -4.95], [-1.14, 6.19, -2.93], [-0.90, 5.01, -0.81], [-4.11, -4.82, -1.39], [-3.62, -3.37, -1.48], [-4.38, -2.62, -2.57], [-3.74, -2.70, -0.14], [-5.00, -2.44, 0.40], [-5.13, -1.85, 1.64], [-4.01, -1.51, 2.37], [-2.73, -1.76, 1.87], [-1.53, -1.46, 2.72], [-1.58, -2.26, 4.03], [-1.41, 0.04, 3.01], [-2.61, -2.35, 0.61], [-1.32, -2.67, 0.11], [-0.29, -1.88, -0.47], [0.72, -2.83, -0.82], [0.32, -4.09, -0.41], [-0.91, -3.99, 0.13], [2.04, -2.54, -1.22], [2.38, -2.32, -2.56], [3.64, -1.78, -2.83], [4.55, -1.53, -1.83], [4.25, -1.88, -0.53], [3.00, -2.40, -0.21], [2.70, -2.83, 1.21], [2.52, -1.61, 2.12], [3.80, -3.75, 1.76], [1.55, -2.77, -3.75], [1.34, -4.29, -3.69], [0.21, -2.07, -3.97], [-3.97, -5.33, -2.34], [-5.17, -4.85, -1.15], [-3.57, -5.37, -0.62], [-2.56, -3.39, -1.77], [-5.45, -2.63, -2.38], [-4.21, -3.09, -3.54], [-4.06, -1.59, -2.63], [-5.88, -2.71, -0.16], [-6.11, -1.67, 2.05], [-4.12, -1.05, 3.34], [-0.63, -1.76, 2.18], [-2.42, -1.93, 4.65], [-0.67, -2.12, 4.59], [-1.70, -3.32, 3.82], [-2.29, 0.40, 3.54], [-1.31, 0.59, 2.09], [-0.54, 0.22, 3.64], [0.94, -4.95, -0.54], [-1.52, -4.77, 0.55], [3.91, -1.57, -3.86], [5.50, -1.08, -2.06], [4.99, -1.74, 0.25], [1.77, -3.39, 1.22], [3.44, -1.04, 2.18], [2.25, -1.94, 3.13], [1.72, -0.97, 1.74], [4.71, -3.20, 1.98], [4.04, -4.52, 1.03], [3.46, -4.22, 2.67], [2.16, -2.57, -4.64], [0.64, -4.54, -2.89], [2.28, -4.80, -3.51], [0.93, -4.65, -4.63], [-0.48, -2.27, -3.16], [-0.24, -2.44, -4.90], [0.34, -1.00, -4.07]]}

# 6
{"formula": "C36H77IN2O6P3", "method": "the ωB97M-V functional and the def2-TZVPD basis", "orbital_gap_ev": 6.4, "charge": 1, "elements": ["C", "C", "C", "C", "C", "C", "C", "P", "P", "O", "O", "O", "N", "N", "C", "C", "C", "O", "C", "O", "C", "P", "O", "I", "H", "H", "H", "H", "H", "H", "H", "H", "H", "H", "H", "H", "H", "H", "H", "H", "H", "H", "H", "H", "H", "C", "C", "C", "C", "C", "C", "H", "H", "H", "H", "H", "H", "H", "H", "H", "H", "H", "H", "H", "H", "C", "C", "C", "C", "C", "C", "H", "H", "H", "H", "H", "H", "H", "H", "H", "H", "H", "H", "H", "H", "C", "C", "C", "C", "C", "C", "H", "H", "H", "H", "H", "H", "H", "H", "H", "H", "H", "H", "H", "H", "C", "C", "C", "C", "C", "C", "H", "H", "H", "H", "H", "H", "H", "H", "H", "H", "H", "H", "H", "H"], "coordinates": [[4.24, -2.44, -1.70], [3.29, -2.57, -3.02], [2.35, -1.28, -3.25], [0.82, -1.67, -3.69], [-0.02, -1.84, -2.33], [-1.61, -1.99, -2.56], [-2.55, -0.94, -3.17], [-1.70, 0.71, -3.68], [-2.68, 2.21, -2.44], [-3.46, 1.44, -1.34], [-1.55, 3.24, -1.72], [-3.86, 3.06, -3.34], [-3.94, -1.00, -3.41], [-4.64, -2.07, -3.07], [-3.94, -3.12, -2.46], [-4.87, -4.37, -2.02], [-4.49, -5.70, -2.85], [-5.44, -5.82, -3.98], [-4.67, -6.15, -5.15], [-4.40, -7.34, -5.46], [-2.43, -3.30, -2.13], [-1.64, -4.80, -1.29], [-0.36, -5.42, -2.25], [-0.74, -3.88, 0.84], [4.09, -3.35, -1.00], [5.36, -2.47, -1.99], [4.06, -1.46, -1.14], [3.98, -2.68, -3.94], [2.68, -3.55, -2.93], [2.85, -0.67, -4.10], [2.39, -0.61, -2.32], [0.48, -0.81, -4.36], [0.89, -2.61, -4.33], [0.33, -2.83, -1.85], [0.19, -1.02, -1.54], [-2.06, 1.01, -5.04], [-1.75, 3.20, -0.75], [-4.75, 2.68, -3.16], [-4.45, -0.20, -3.83], [-5.97, -4.15, -2.24], [-4.78, -4.52, -0.88], [-4.69, -6.61, -2.18], [-3.44, -5.69, -3.29], [-4.30, -5.33, -5.88], [-0.60, -6.36, -2.41], [-0.02, -5.69, -6.18], [1.06, -6.28, -5.29], [2.39, -5.54, -5.38], [3.06, -5.55, -6.76], [3.34, -6.93, -7.34], [4.32, -7.75, -6.50], [0.25, -5.74, -7.24], [-0.96, -6.24, -6.05], [-0.21, -4.64, -5.93], [1.20, -7.34, -5.54], [0.71, -6.25, -4.25], [3.08, -5.96, -4.64], [2.24, -4.50, -5.08], [4.00, -4.99, -6.69], [2.43, -4.99, -7.47], [3.77, -6.81, -8.34], [2.41, -7.49, -7.47], [5.27, -7.23, -6.40], [4.51, -8.71, -6.99], [3.92, -7.95, -5.51], [6.43, -0.24, 1.66], [6.51, -1.62, 2.30], [5.13, -2.27, 2.50], [4.19, -1.52, 3.44], [4.71, -1.27, 4.86], [4.99, -2.55, 5.63], [5.89, 0.47, 2.29], [7.44, 0.16, 1.51], [5.94, -0.29, 0.69], [7.04, -1.55, 3.26], [7.10, -2.27, 1.66], [5.28, -3.29, 2.88], [4.64, -2.37, 1.53], [3.25, -2.08, 3.51], [3.92, -0.55, 2.99], [3.97, -0.68, 5.41], [5.62, -0.66, 4.83], [4.08, -3.16, 5.71], [5.32, -2.32, 6.64], [5.76, -3.16, 5.15], [1.53, 4.28, 0.94], [1.06, 4.64, 2.35], [-0.46, 4.81, 2.45], [-1.05, 5.94, 1.61], [-0.48, 7.33, 1.89], [-0.73, 7.81, 3.31], [1.30, 5.07, 0.23], [2.61, 4.14, 0.94], [1.06, 3.36, 0.60], [1.57, 5.54, 2.69], [1.36, 3.84, 3.03], [-0.72, 4.96, 3.51], [-0.94, 3.87, 2.16], [-2.13, 5.97, 1.78], [-0.92, 5.72, 0.55], [-0.94, 8.04, 1.20], [0.60, 7.35, 1.68], [-1.80, 7.84, 3.53], [-0.33, 8.82, 3.44], [-0.25, 7.17, 4.05], [-6.34, 8.12, 8.66], [-5.11, 7.23, 8.54], [-4.04, 7.80, 7.61], [-4.46, 7.99, 6.15], [-4.95, 6.73, 5.45], [-3.89, 5.64, 5.35], [-6.85, 8.25, 7.71], [-7.05, 7.69, 9.36], [-6.06, 9.11, 9.04], [-5.42, 6.23, 8.20], [-4.68, 7.10, 9.53], [-3.15, 7.15, 7.66], [-3.71, 8.77, 8.01], [-3.60, 8.39, 5.60], [-5.24, 8.75, 6.10], [-5.27, 7.00, 4.44], [-5.84, 6.33, 5.95], [-3.01, 6.00, 4.81], [-4.29, 4.78, 4.80], [-3.57, 5.29, 6.33]]}

Which formula does entry 6 have?
C36H77IN2O6P3